Entry 1:
Here is C27H25BClF4IrN4O7P as an isolated structure from OMol25. Energies are from ωB97M-V/def2-TZVPD.

Summary:
E_tot = -3119.547289 hartree
charge = +2
HOMO energy (spin up / spin down) = -14.68 / -14.69 eV
gap between HOMO and LUMO (spin up / spin down) = 7.159 / 5.446 eV
⟨S²⟩ = 0.753
energy relative to the best compared isomer or geometry (same formula, charge and spin) = 71.46 kJ/mol
LUMO energy (spin up / spin down) = -7.5 / -9.2 eV
2S+1 = 2

```
71
Properties=species:S:1:pos:R:3:forces:R:3:lowdin_spin:R:1
Ir -0.1216 0.3484 0.3552 -0.14 0.12 -0.82 0.71
O -2.1160 -4.9349 -1.2603 0.09 -0.29 0.20 0.00
C -2.5843 -4.0026 -2.0695 0.00 0.23 -0.02 0.00
O -3.3021 -4.2439 -2.9887 -0.15 -0.09 -0.20 0.00
C -2.1869 -2.5798 -1.7970 0.13 0.22 0.13 0.00
C -2.6218 -1.4703 -2.5288 -0.07 -0.13 0.09 0.00
Cl -3.7139 -1.4032 -3.7959 0.00 0.07 -0.04 0.00
N -2.0706 -0.3457 -2.0058 -0.12 -0.07 -0.37 0.00
N -1.2876 -0.6952 -0.9747 0.19 0.00 0.22 0.00
C -1.3642 -2.0103 -0.8281 0.05 -0.23 0.05 0.00
C -0.6228 -2.4952 0.3531 0.23 0.29 -0.04 0.01
O -0.5853 -3.6155 0.7663 -0.09 -0.25 -0.10 0.01
O 0.0282 -1.4982 0.9899 -0.02 0.32 0.85 0.11
C -2.3642 1.0124 -2.4066 0.11 -0.06 0.08 0.00
C -2.9985 1.8474 -1.5032 -0.09 0.01 -0.01 0.00
C -3.3053 3.1392 -1.8995 -0.02 -0.02 0.01 0.00
C -2.9892 3.5654 -3.1825 0.00 -0.01 -0.01 0.00
C -2.3660 2.7051 -4.0755 0.03 0.00 0.00 0.00
C -2.0438 1.4132 -3.6907 0.04 0.07 0.05 0.00
H -1.5428 -4.6168 -0.5418 0.04 0.08 0.03 0.00
H -3.2617 1.4861 -0.5177 0.02 0.01 -0.02 0.00
H -3.8120 3.8067 -1.2158 0.01 0.01 0.00 0.00
H -3.2362 4.5719 -3.4908 0.00 0.00 0.00 0.00
H -2.1183 3.0406 -5.0727 -0.01 0.01 -0.01 0.00
H -1.5366 0.7414 -4.3685 -0.01 -0.02 -0.02 0.00
O 4.6178 -4.9395 -3.2662 -0.15 -0.03 0.02 0.00
C 3.3203 -4.6057 -3.1459 0.36 0.00 0.03 0.00
O 2.4527 -5.2599 -3.6340 -0.13 0.00 -0.06 0.00
C 3.0171 -3.3650 -2.3481 -0.23 0.21 0.19 0.00
C 3.6526 -3.0811 -1.1380 -0.10 -0.09 -0.36 0.00
C 3.2662 -1.9781 -0.3946 -0.30 0.13 -0.09 0.00
C 2.2443 -1.1688 -0.8833 0.01 0.04 -0.05 0.00
C 1.5972 -1.4365 -2.0905 0.18 0.11 0.19 0.00
C 1.9849 -2.5413 -2.8157 0.28 -0.30 0.08 0.00
N 1.8294 -0.0283 -0.1156 -0.20 0.06 -0.57 0.00
C 2.6775 0.8273 0.3193 -0.05 -0.09 0.33 0.01
C 2.1904 1.8771 1.2060 0.02 0.05 -0.16 0.00
C 2.9643 2.9021 1.7058 -0.01 -0.08 -0.09 0.00
C 2.3469 3.8762 2.4810 -0.04 0.06 0.06 0.00
C 0.9853 3.7957 2.7173 -0.03 -0.07 -0.02 0.00
C 0.2644 2.7320 2.1913 0.05 0.12 0.04 0.00
N 0.8639 1.7948 1.4633 0.22 -0.80 0.30 0.00
H 5.2019 -4.2497 -2.9290 0.01 0.00 -0.01 0.00
H 4.4185 -3.7397 -0.7482 0.01 -0.01 -0.03 0.00
H 3.7186 -1.7833 0.5688 -0.02 0.03 0.03 0.00
H 0.8470 -0.7615 -2.4803 0.02 0.02 0.04 0.00
H 1.4988 -2.7859 -3.7510 0.03 -0.03 0.00 0.00
H 3.7265 0.7595 0.0507 -0.03 -0.05 0.01 0.00
H 4.0193 2.9514 1.4744 0.00 -0.02 -0.01 0.00
H 2.9259 4.6966 2.8826 -0.01 0.01 0.00 0.00
H 0.4729 4.5454 3.3027 0.00 0.01 0.00 0.00
H -0.8012 2.6238 2.3287 0.01 0.02 0.01 0.00
F 0.0528 1.7828 -0.9967 -0.57 0.15 0.59 0.08
B 1.0584 2.4523 -2.2535 0.31 0.38 -0.48 0.00
F 0.8735 1.5243 -3.2081 0.02 -0.05 0.03 0.00
F 2.2721 2.4347 -1.6436 0.06 0.00 0.06 0.00
F 0.4751 3.6425 -2.3806 -0.06 -0.09 0.00 0.00
C -2.8778 -1.7141 2.4583 -0.01 -0.01 -0.03 0.00
P -2.7657 0.0656 2.4833 -0.13 -0.05 0.06 0.01
C -2.1474 0.5475 4.0872 0.02 0.00 0.01 0.00
C -4.4001 0.7368 2.2552 -0.02 0.02 0.04 0.00
O -1.8706 0.6594 1.3686 0.25 0.08 -0.26 0.06
H -3.4898 -2.0320 3.3049 -0.02 0.00 -0.01 0.00
H -1.8946 -2.1722 2.5534 0.00 0.00 0.07 0.00
H -3.3597 -2.0548 1.5407 0.01 0.00 -0.02 0.00
H -2.7898 0.1372 4.8676 0.00 0.00 0.00 0.00
H -2.1397 1.6335 4.1791 -0.01 0.00 0.01 0.00
H -1.1376 0.1595 4.2289 0.01 -0.01 0.00 0.00
H -5.0498 0.4062 3.0671 -0.01 -0.01 0.00 0.00
H -4.8140 0.3889 1.3083 0.00 -0.01 0.00 0.00
H -4.3616 1.8261 2.2536 0.01 0.00 0.00 0.00
```
Positions in Å, forces in eV/Å.

***

Entry 2:
Here is the molecule C6H19NO4Si2 in a non-equilibrium geometry from OMol25. Energies are from ωB97M-V/def2-TZVPD.

Summary:
E_tot = -1174.695483 hartree
HOMO energy = -8.09 eV
SMILES = CON([SiH](C)C)[Si](OC)(OC)OC
gap between HOMO and LUMO = 8.847 eV
energy relative to the best compared isomer or geometry (same formula, charge and spin) = 486.82 kJ/mol
LUMO energy = 0.8 eV
2S+1 = 1

```
32
Properties=species:S:1:pos:R:3:forces:R:3:lowdin_charge:R:1
C -2.7979 0.0140 -0.4512 1.42 -0.07 -0.45 -0.10
O -2.0278 -1.0349 0.0965 0.78 -0.58 0.51 -0.27
N -0.7222 -0.6057 0.4675 2.54 1.72 -2.09 -0.21
Si 0.0946 -1.1943 1.8868 0.58 -2.14 1.12 0.43
C -1.1515 -1.5831 3.2525 -1.77 -0.47 0.59 -0.26
C 1.5167 -0.0578 2.4257 1.07 1.51 -2.56 -0.23
Si 0.4855 0.3234 -1.0532 -1.45 -1.79 1.74 0.35
O 2.0657 -0.1036 -1.0654 -0.62 1.23 1.24 -0.18
C 2.6607 -1.2585 -1.5507 2.21 -0.12 -0.13 -0.14
O 0.2002 1.8536 -0.7075 0.99 0.73 -0.76 -0.15
C 0.5216 3.0489 -0.0079 -1.75 -1.33 0.99 -0.07
O -0.0711 -0.1373 -2.4975 1.24 -1.03 1.70 -0.17
C -0.8261 0.3368 -3.5354 0.60 1.26 0.03 -0.13
H -2.3326 0.2647 -1.4516 -0.98 0.08 0.93 0.07
H -2.8299 0.8827 0.2104 0.10 0.08 -0.07 0.09
H -3.7701 -0.4377 -0.5148 -0.57 0.08 -0.48 0.08
H 0.8223 -2.6241 1.9780 -0.52 1.15 -0.84 -0.01
H -2.0641 -0.9611 3.0964 0.51 -0.13 0.16 0.01
H -1.5808 -2.6592 3.0525 1.12 1.85 0.70 0.05
H -0.8651 -1.4103 4.3612 -0.17 -0.61 -1.92 0.05
H 1.5508 -0.0034 3.4790 -0.26 -0.04 1.39 -0.02
H 2.6348 -0.3839 2.1420 -2.71 0.89 0.08 0.08
H 1.2241 1.0363 2.0734 1.11 -2.05 0.58 0.04
H 2.3797 -2.1134 -1.0288 -1.23 -1.57 0.98 0.06
H 3.7894 -1.3394 -1.3823 -1.29 1.10 -0.43 0.12
H 2.4198 -1.3750 -2.5805 0.05 -0.22 -0.96 0.07
H 0.8928 2.8368 0.9688 0.22 -0.46 0.82 0.06
H -0.4333 3.5121 0.1063 -0.62 0.61 0.30 0.08
H 1.1662 3.7887 -0.3699 1.29 0.43 -1.79 0.07
H -1.3688 -0.4535 -3.9521 -1.28 -1.08 -0.51 0.08
H -0.1691 0.6988 -4.3070 0.26 0.43 -0.46 0.09
H -1.4148 1.1395 -3.1411 -0.87 0.56 -0.43 0.08
```
Positions in Å, forces in eV/Å.

***

Entry 3:
Here is C29H23N6O8STi as an isolated structure from OMol25. Energies are from ωB97M-V/def2-TZVPD.

Summary:
E_tot = -3297.317137 hartree
charge = -1
HOMO energy (spin up / spin down) = -3.15 / -5.36 eV
gap between HOMO and LUMO (spin up / spin down) = 5.693 / 7.486 eV
⟨S²⟩ = 2.029
energy relative to the best compared isomer or geometry (same formula, charge and spin) = 2.18 kJ/mol
LUMO energy (spin up / spin down) = 2.5 / 2.1 eV
2S+1 = 3

```
68
Properties=species:S:1:pos:R:3:forces:R:3:lowdin_spin:R:1
Ti 0.0579 -0.3663 -0.2231 0.15 0.18 -0.18 0.94
N -3.6272 -2.5423 0.7676 -0.02 -0.02 0.02 0.02
C -2.5743 -1.7065 0.7637 0.06 0.07 -0.02 0.02
N -1.6212 -1.7567 -0.1066 -0.16 -0.08 0.07 0.02
C -1.6595 -2.7247 -1.1321 0.01 0.03 0.03 0.10
N -0.7493 -2.7242 -2.0430 0.01 -0.05 -0.08 -0.05
N 0.1306 -1.7071 -1.8751 0.09 0.08 -0.02 0.17
C 1.0657 -1.5249 -2.8045 0.02 0.03 0.06 0.20
C 1.8785 -0.3837 -2.6491 -0.05 -0.09 -0.02 0.09
C 2.9130 -0.0155 -3.5390 0.02 0.03 0.00 0.05
C 3.6226 1.1319 -3.3121 0.00 -0.02 -0.02 0.04
C 3.3181 1.9324 -2.1965 -0.02 0.00 0.03 0.10
C 2.3049 1.5190 -1.3591 0.04 0.02 -0.02 0.01
N 1.5995 0.4037 -1.5588 -0.06 -0.06 0.04 0.12
C -2.7788 -3.6608 -1.1678 -0.02 0.01 0.02 0.00
C -2.9163 -4.6401 -2.1500 0.01 0.01 -0.01 0.02
C -4.0253 -5.4645 -2.1691 0.00 0.00 0.00 0.00
C -5.0208 -5.3190 -1.2063 0.00 0.01 0.01 0.03
C -4.9017 -4.3531 -0.2235 0.01 -0.01 -0.01 0.00
C -3.7824 -3.5309 -0.2074 0.01 0.00 -0.01 0.02
H -4.3510 -2.3979 1.4497 0.00 0.00 0.00 0.00
H -2.5163 -0.9625 1.5528 0.00 0.00 0.00 0.00
H 1.1694 -2.2120 -3.6361 -0.01 0.01 -0.01 0.01
H 3.1248 -0.6511 -4.3893 0.00 0.00 0.00 0.00
H 4.4167 1.4211 -3.9900 0.00 0.00 0.00 0.00
H 3.8607 2.8417 -1.9834 0.00 0.00 0.00 0.01
H 2.0423 2.0839 -0.4735 0.00 -0.01 0.00 0.00
H -2.1382 -4.7216 -2.8966 0.00 0.00 0.00 0.00
H -4.1235 -6.2196 -2.9381 0.00 0.00 0.00 0.00
H -5.8935 -5.9589 -1.2244 0.00 0.00 0.00 0.00
H -5.6735 -4.2259 0.5263 0.00 0.00 0.00 0.00
O 2.0664 -3.0077 2.2956 0.01 0.01 -0.01 0.01
C 1.7729 -1.8527 2.0323 -0.02 -0.03 0.00 0.00
O 1.2016 -1.4715 0.9389 -0.02 -0.01 0.03 0.01
C 2.2005 -0.7600 3.0188 0.02 0.02 0.02 0.00
C 3.4666 -0.0462 2.4931 0.01 0.01 0.00 0.00
C 4.1835 0.6470 3.6615 0.00 0.00 0.00 0.00
C 3.2455 1.8571 3.9063 0.00 0.01 0.00 0.00
C 2.1774 1.6257 2.8252 0.00 0.00 0.00 0.00
O 2.9429 1.0599 1.7566 0.00 0.00 0.00 0.00
C 1.2643 0.4702 3.2590 0.01 -0.04 -0.05 0.00
C -0.0395 0.3719 2.4829 0.00 0.03 0.03 0.00
O -0.9860 -0.2286 2.9793 -0.02 0.01 0.02 0.00
O -0.0468 0.9185 1.3076 -0.09 -0.13 0.08 0.01
H 2.4140 -1.2756 3.9528 0.00 0.00 0.00 0.00
H 4.0946 -0.6570 1.8490 0.00 0.00 0.00 0.00
H 5.1777 0.9732 3.3561 0.00 0.00 0.00 0.00
H 4.2870 -0.0051 4.5286 0.00 0.00 0.00 0.00
H 3.7637 2.8009 3.7371 0.00 0.00 0.00 0.00
H 2.8197 1.8758 4.9098 0.00 0.00 0.00 0.00
H 1.6529 2.5090 2.4715 0.00 0.00 0.00 0.00
H 1.0008 0.5315 4.3147 0.01 0.01 0.00 0.00
O -4.9560 -0.7859 -1.8338 0.02 0.04 0.00 0.00
S -5.0133 0.6720 -0.9259 0.01 -0.01 -0.02 0.00
O -5.4985 1.6813 -1.8616 0.00 -0.01 0.01 0.00
N -3.4457 0.9009 -0.6074 -0.01 0.01 0.02 0.00
C -2.5131 0.6197 -1.4965 -0.03 -0.05 -0.07 0.00
O -1.2873 0.8512 -1.2814 0.02 -0.03 0.03 0.02
C -2.8566 -0.0859 -2.7584 0.00 -0.01 0.01 0.00
C -1.9433 -0.1550 -3.8064 0.00 -0.01 -0.02 0.00
C -2.2082 -0.9261 -4.9222 0.03 0.01 0.01 0.00
C -3.3912 -1.6569 -4.9873 -0.02 0.00 0.03 0.00
C -4.3152 -1.5968 -3.9594 0.01 -0.02 -0.03 0.00
C -4.0503 -0.8013 -2.8516 -0.01 0.01 0.05 0.00
H -1.0118 0.3863 -3.7044 0.00 0.00 -0.01 0.00
H -1.4881 -0.9816 -5.7282 0.00 0.00 0.00 0.00
H -3.5947 -2.2803 -5.8497 0.00 0.00 0.00 0.00
H -5.2403 -2.1573 -3.9898 0.00 0.00 0.00 0.00
```
Positions in Å, forces in eV/Å.

***

Entry 4:
Here is a 6-piece molecular cluster, H11O6 overall in a non-equilibrium geometry from OMol25. Energies are from ωB97M-V/def2-TZVPD.

Summary:
E_tot = -458.081635 hartree
charge = -1
HOMO energy = -5.30 eV
gap between HOMO and LUMO = 9.154 eV
energy relative to the best compared isomer or geometry (same formula, charge and spin) = 98.48 kJ/mol
LUMO energy = 3.9 eV
2S+1 = 1

```
17
Properties=species:S:1:pos:R:3:forces:R:3:lowdin_charge:R:1
O 2.6730 0.5976 -0.7605 -0.76 0.69 0.81 -0.19
H 2.5928 1.5318 -0.5231 0.62 0.11 -0.24 0.01
O 2.4327 -0.8646 1.6111 0.32 1.15 -0.15 -0.12
H 1.4791 -0.7603 1.5022 0.07 -0.07 0.06 0.01
H 2.7747 -0.0598 1.1228 -0.45 -1.41 0.13 0.02
O 0.1881 0.5370 -1.1710 -0.71 -0.14 -0.05 -0.39
H 0.2929 0.3171 -2.1003 0.56 -0.26 -0.08 -0.05
H 1.6243 0.4735 -0.7530 0.41 -0.40 -0.85 -0.03
O -1.8238 -0.4533 0.5187 0.62 -1.24 -0.21 -0.09
H -1.8913 0.2593 -0.1174 0.03 0.53 -0.16 0.01
H -1.0243 -0.9036 0.1543 -0.56 0.73 0.12 0.05
O -2.1822 1.2125 -2.4448 1.23 0.49 -0.98 -0.15
H -1.8958 1.8229 -3.1674 -0.55 -0.67 0.91 0.03
H -1.2831 0.9175 -2.0861 -0.80 0.36 0.42 -0.02
O -1.3145 -1.2997 3.0700 -0.29 -0.35 -1.18 -0.11
H -1.0418 -2.2243 3.0158 0.02 0.18 0.19 0.02
H -1.6008 -1.1036 2.1286 0.24 0.29 1.25 0.00
```
Positions in Å, forces in eV/Å.